Entry 1:
C12H27NO5PS2 | ωB97M-V/def2-TZVPD

Structure (XYZ):
```
48
Properties=species:S:1:pos:R:3:forces:R:3
S 0.118739 1.098407 3.116770 0.386 0.342 0.136
H 2.973962 -0.113804 -0.831576 -0.053 0.041 0.105
H -5.146838 -1.562878 3.592614 0.140 0.122 -0.032
C 1.873858 1.954087 1.545927 0.257 0.439 0.158
H -0.707484 -1.519679 1.556325 -0.105 0.056 -0.248
H -6.482177 -0.705891 1.003683 0.028 0.044 0.081
O -0.186699 -0.289843 3.199010 -0.011 0.028 0.295
C 0.812963 -1.577107 0.027431 -0.026 -0.301 -0.370
O -0.809929 2.074503 3.545754 -0.065 -0.131 0.075
H 1.748681 -1.989728 -1.875801 -0.014 0.139 -0.019
O 3.586166 2.192698 -1.363276 -0.351 -0.075 -0.048
C 2.600967 -0.124561 -3.720959 -0.044 0.134 -0.234
H 0.326697 -0.977040 -2.061463 -0.071 -0.110 0.137
H -4.199585 -1.237220 -0.238147 -0.006 -0.118 -0.054
H 2.343457 1.667493 0.614135 0.123 0.040 0.039
H 2.650306 2.660140 -4.407595 0.021 0.075 0.069
H 1.447840 0.805318 -0.725620 0.220 -0.036 -0.077
O 0.553062 1.376959 1.601449 0.058 0.023 0.045
H -2.033149 -1.056161 -1.619810 0.013 -0.143 -0.189
C 2.027649 0.110968 -1.338227 -0.412 -0.182 -0.167
H 3.402439 1.994589 3.104297 -0.111 0.068 0.164
C -6.043483 -0.394527 1.956056 0.104 -0.152 -0.233
O 1.531797 1.401129 3.779561 -0.251 0.080 -0.064
H 3.352773 -0.867929 -3.428499 -0.089 0.008 0.000
P -1.898385 -1.819705 -0.464361 0.013 0.279 0.211
C 1.191335 -1.170806 -1.414602 0.187 0.247 0.010
C -5.121294 -1.489138 2.506245 -0.232 -0.096 -0.382
C 3.470474 2.672645 -3.690318 0.233 -0.151 -0.192
H 4.353793 2.255747 -4.184400 -0.033 0.084 0.043
C 2.562640 1.393167 2.772326 0.055 -0.300 -0.199
H -1.532152 -3.103697 -0.864160 -0.058 -0.042 -0.127
H -3.867041 -2.907487 0.330256 -0.058 0.095 -0.128
H 0.908616 -2.662165 0.135203 -0.055 0.083 0.050
C 3.158015 1.871606 -2.456858 -0.358 0.012 0.058
H 3.014869 0.439484 -4.554375 -0.094 -0.036 0.057
N 2.284628 0.780173 -2.611433 0.694 -0.143 0.177
H -6.868448 -0.192371 2.638027 0.063 0.031 0.001
H 1.790218 3.040390 1.585382 -0.056 -0.013 0.060
C -3.520351 -1.870752 0.334426 0.002 0.022 0.204
H 1.545217 -1.142165 0.710207 -0.057 -0.056 0.083
H 3.711245 3.688088 -3.384224 -0.058 -0.047 -0.024
H -5.484580 0.523528 1.769097 -0.122 0.048 0.206
H -5.411245 -2.465088 2.107027 -0.053 0.003 0.270
H 1.706492 -0.630569 -4.087320 0.059 -0.019 0.109
C -0.572994 -1.150947 0.532526 0.237 -0.122 0.034
S -3.378281 -1.278146 2.048205 0.069 -0.043 0.128
H 2.884544 0.360009 2.623893 0.043 0.031 -0.025
H -0.669325 -0.061720 0.587193 -0.162 -0.255 -0.194
```
Positions in Å, forces in eV/Å.

energy: -55561.34323 eV
net charge: +1

=====

Entry 2:
C12H28BFN2O5P | ωB97M-V/def2-TZVPD

Structure (XYZ):
```
50
Properties=species:S:1:pos:R:3:forces:R:3
H 1.187284 -3.378994 -1.817533 -0.079 0.064 -0.099
O 0.301179 -1.051101 -1.242668 -0.129 0.028 -0.307
H 1.708448 2.718379 5.148791 -0.016 -0.007 -0.032
N -1.858001 -3.569721 -1.807299 0.161 0.313 0.138
C 2.001714 3.424954 3.113345 -0.067 0.046 -0.038
C -4.078590 -1.162641 -1.136614 -0.025 -0.119 -0.092
H -1.454883 -1.316698 -0.183017 -0.066 0.109 0.018
H -3.595791 -0.847942 -3.131611 -0.013 0.029 0.068
H 2.881553 -1.090941 -0.649241 -0.024 -0.009 -0.073
H 3.111292 3.771928 4.918549 -0.011 0.033 0.006
H 0.754663 2.508669 1.603051 0.005 0.001 0.011
H -1.477617 -0.007265 -1.367335 0.026 0.007 0.055
H 1.785598 5.399814 2.709049 -0.031 -0.016 -0.052
H -1.005678 -5.120528 -0.726513 -0.065 0.029 0.009
C -1.165027 -1.043789 -1.203129 0.065 -0.091 -0.060
H 3.320382 4.910032 2.622365 0.007 -0.021 -0.032
C -3.464806 -1.633148 -2.387705 -0.012 -0.002 -0.090
H -3.997641 -2.526237 -2.729949 0.042 -0.012 0.044
H -0.085916 3.709181 2.574645 0.021 0.018 0.041
H -0.254656 3.581479 5.626890 -0.012 -0.002 -0.004
C 2.405518 -0.128662 -0.844859 0.064 0.011 0.179
O -4.506093 -0.097840 -0.827610 0.068 -0.020 0.101
H 0.264259 -4.387027 -2.959200 0.011 0.042 -0.001
C 2.066724 3.619492 4.632467 0.084 -0.044 0.024
H -0.325479 5.301245 6.069669 0.004 0.000 -0.002
C -0.729817 -4.115259 -1.067026 -0.047 -0.151 -0.025
N 2.372661 4.638866 2.379247 0.065 0.014 0.095
H 0.277579 2.111256 3.243829 -0.008 -0.005 -0.012
H 1.116302 -5.122486 -1.595393 0.019 0.040 0.026
O 1.380746 4.758851 5.122365 -0.037 -0.001 -0.021
H -1.069129 -3.358551 -5.699612 -0.112 -0.072 -0.089
O 0.456934 0.423334 0.441712 -0.181 0.304 0.208
H -0.571504 4.810309 4.384801 -0.006 -0.038 -0.003
C -0.012291 4.597248 5.298366 0.022 0.031 0.040
H 0.703195 -0.400132 -3.828037 0.006 0.002 -0.020
H -2.684380 -3.714636 -1.239766 -0.009 -0.042 -0.055
H -0.493329 -3.547683 -0.147960 0.044 0.030 -0.048
H 2.507674 0.093213 -1.906217 0.001 -0.040 -0.002
H 1.225937 -2.066752 -3.542004 -0.038 -0.052 0.017
C 0.946005 -0.202702 -0.465265 0.221 -0.291 -0.094
O -1.159438 -3.431705 -4.746823 0.135 0.047 0.091
P -1.206888 -1.841416 -4.157891 -0.029 0.168 -0.160
C 0.537626 -4.248927 -1.912434 0.057 -0.137 0.057
H 2.754124 2.663921 2.878923 -0.001 -0.014 0.025
C 0.659120 2.912094 2.608080 -0.022 0.034 -0.030
H 0.958860 -1.484033 -5.200077 -0.021 0.039 0.019
F -4.129711 -2.170429 -0.181135 -0.063 0.083 -0.063
C 0.598141 -1.433937 -4.168209 0.086 -0.004 0.034
B -1.846449 -2.091149 -2.259015 -0.103 -0.345 0.235
H 2.889599 0.638063 -0.244997 0.017 0.014 -0.033
```
Positions in Å, forces in eV/Å.

energy: -38801.49708 eV
net charge: -1

=====

Entry 3:
C12H28BLaN2O2P2 | ωB97M-V/def2-TZVPD

Structure (XYZ):
```
48
Properties=species:S:1:pos:R:3:forces:R:3
H -1.019469 -0.878985 5.962765 0.186 -0.036 -0.203
N -0.050065 1.103124 -1.552209 0.063 -0.138 0.144
H 0.088236 2.531621 -5.029105 0.002 0.168 -0.374
H -2.674066 -0.611013 -2.641416 0.393 -0.066 -0.746
H 3.438251 0.095742 -0.713825 0.045 0.141 0.123
C 3.599065 0.567620 0.256986 1.054 0.814 0.030
P 2.187390 1.518956 0.718627 -2.052 -0.882 -0.490
C 0.823984 2.092680 -1.783884 -0.564 -0.574 0.698
H 0.553658 -2.121179 5.793126 -0.078 0.185 -0.221
H -1.205750 -1.609064 -2.312761 -0.411 0.706 0.173
H 4.367392 1.336110 0.244338 1.096 -0.594 -0.320
C -0.857670 0.560139 -2.476316 0.373 0.194 1.016
H 1.391451 2.878696 2.512472 0.159 -0.049 -0.119
H 2.552833 3.112652 -0.929479 -0.324 0.543 -0.533
C -0.829090 1.084841 -3.748991 -0.300 -0.036 -0.680
H 0.741262 -2.606290 -0.021920 0.403 -0.301 -0.488
H 2.478608 1.571107 3.067369 0.090 0.226 -0.113
H -3.751953 0.349520 1.131900 -0.041 0.013 -0.216
H 1.009732 3.413671 -0.071018 0.262 -0.343 -0.238
C 0.052651 2.123043 -4.040247 -0.075 -0.290 0.579
H -3.311660 1.374488 -0.263538 -0.018 -0.122 -0.004
H -0.208895 -3.734921 -1.551067 -0.178 0.192 -0.688
C -1.732034 -0.642581 -2.077995 -0.828 -0.149 -1.104
H -1.508064 0.664000 -4.487614 0.245 0.219 -0.069
H 0.236903 -3.434990 -3.001188 -0.262 -0.086 0.190
O -0.560443 -3.508780 -2.456016 0.486 -0.244 0.350
C 0.887853 2.629406 -3.047429 0.470 0.483 -0.432
N -0.038756 -0.733408 2.841100 0.177 -1.687 5.937
H 3.169764 2.966413 2.124509 0.151 0.571 1.127
H 3.782165 -0.201948 1.013630 0.067 0.214 -0.162
O 0.574325 -3.615709 0.008955 -0.329 0.136 0.845
H -0.882508 1.577290 1.293019 -1.609 4.004 0.561
H 1.592372 3.440594 -3.226190 -0.223 -0.168 -0.218
C 2.307117 2.325939 2.293663 1.046 0.646 -0.217
La -0.025003 0.004124 0.750736 -0.034 -2.213 1.874
H 0.312023 -3.785963 0.929834 0.188 -0.183 -0.414
C 0.030162 -0.864930 4.020481 -0.240 0.327 -3.548
B 0.106690 -1.021324 5.506873 0.080 -0.079 1.902
H 0.834615 -0.138008 5.940959 -0.093 -0.134 -0.183
H -2.870948 -2.463989 1.181358 -0.126 -0.073 -0.211
C -2.624397 -2.454382 0.115816 -1.163 -0.148 -0.602
H -1.764856 -3.094035 -0.079932 -0.133 0.104 -0.123
H -4.411381 -0.048994 -0.508870 -1.073 0.753 0.204
C 1.624425 2.646944 -0.583501 0.695 0.929 -0.669
H 0.954124 -1.303618 -0.270047 1.971 -2.082 -2.277
C -3.580609 0.367647 0.052667 -1.273 -0.470 -0.583
P -2.313411 -0.779202 -0.366364 2.019 0.790 0.136
H -3.476003 -2.683075 -0.520274 -0.293 -1.210 0.355
```
Positions in Å, forces in eV/Å.

energy: -40080.81004 eV

=====

LUMO / eV: -2.82, 2.57, -0.01
Kohn-Sham gap / Ha: 0.345, 0.234, 0.247
HOMO energy / eV: -12.205, -3.797, -6.731